No. 1
Here is a 2-piece molecular cluster, C3H10O3 overall at a distorted geometry from OMol25. Energies are from ωB97M-V/def2-TZVPD.

Atoms and positions in Å:
C (0.87861, 0.47720, -0.47313)
O (2.26591, 0.64341, -0.25619)
C (0.48518, -1.00840, -0.58399)
C (0.82002, -1.60689, -1.93380)
O (-0.36069, -1.58144, -2.73779)
H (0.65411, 1.02423, -1.40727)
H (0.25070, 1.02023, 0.22610)
H (2.46438, 0.77843, 0.67086)
H (-0.59007, -1.06329, -0.43065)
H (1.14960, -1.42141, 0.18356)
H (1.28809, -2.58348, -1.85148)
H (1.62823, -1.06362, -2.44195)
H (-0.57924, -2.47842, -2.94807)
H (-3.06538, 2.03776, 5.52247)
H (-4.24565, 2.44057, 4.84194)
O (-3.34841, 2.71784, 4.93419)

Its energy above the lowest of the compared OMol25 structures with the same formula, charge and spin is 0.963 eV. For the LUMO energy, the calculation gives 0.87 eV. The value obtained for the HOMO energy is -10.2 eV. Its gap between HOMO and LUMO is 11.1 eV. As for the SMILES: OCCCO.O.


No. 2
Here is C27H17F12N4O6STc as an isolated structure from OMol25. Energies are from ωB97M-V/def2-TZVPD.

Atoms and positions in Å:
Tc (1.10819, 1.02129, -1.33082)
C (-2.71309, -4.24664, -0.70921)
C (-2.01721, -2.97015, -0.35143)
C (-0.80607, -2.96077, 0.32054)
C (-0.18987, -1.75677, 0.62359)
C (-0.77522, -0.54897, 0.26087)
N (0.10483, 0.58789, 0.41076)
C (0.47973, 0.98897, 1.58424)
C (-0.17362, 0.37997, 2.75841)
C (0.27709, 0.58040, 4.01192)
C (1.35401, 1.47760, 4.21880)
C (1.86571, 1.75833, 5.56234)
C (1.91886, 2.18703, 3.11818)
C (1.55086, 1.99767, 1.82587)
C (2.09214, 2.93658, 0.73502)
O (1.90383, 2.55994, -0.57032)
C (3.64155, 3.21248, 0.81586)
F (3.94931, 4.14406, -0.07210)
F (4.07242, 3.63809, 2.01287)
F (4.29406, 2.09338, 0.52109)
C (1.26972, 4.25956, 0.91142)
F (1.57721, 4.87722, 2.05418)
F (-0.03869, 3.91238, 0.96013)
F (1.44118, 5.08535, -0.09665)
C (-2.03477, -0.50766, -0.36968)
C (-2.61350, -1.74126, -0.65270)
C (-2.90055, 0.75518, -0.48989)
O (-2.19465, 1.98874, -0.60877)
C (-3.94839, 0.70136, -1.65221)
F (-4.95664, -0.12976, -1.39210)
F (-3.32873, 0.28699, -2.77728)
F (-4.45349, 1.90080, -1.88070)
C (-3.64570, 0.95397, 0.86795)
F (-2.72186, 1.24164, 1.81358)
F (-4.50784, 1.95082, 0.81394)
F (-4.26970, -0.16108, 1.23499)
H (-2.08653, -5.11071, -0.50068)
H (-2.98120, -4.26046, -1.76598)
H (-3.63648, -4.35023, -0.13815)
H (-0.32678, -3.88904, 0.60364)
H (0.78818, -1.75233, 1.08858)
H (-1.03153, -0.24835, 2.57441)
H (-0.19456, 0.10374, 4.85970)
H (1.42164, 1.14041, 6.33576)
H (1.68050, 2.81910, 5.78510)
H (2.95793, 1.66368, 5.56563)
H (2.66104, 2.92616, 3.36681)
H (-3.59294, -1.77380, -1.10155)
C (-0.60639, -0.86335, -4.26821)
C (0.43319, -1.44188, -3.38713)
N (1.03650, -0.86570, -2.35028)
C (1.90464, -1.78619, -1.81759)
C (1.82575, -2.94475, -2.52224)
N (0.89643, -2.70136, -3.49895)
C (2.44109, -4.30373, -2.42295)
O (3.34487, -4.49097, -1.47800)
O (2.09129, -5.14418, -3.20138)
C (2.71902, -1.34363, -0.68037)
O (3.43224, -2.06753, -0.03088)
O (2.53830, -0.04648, -0.44440)
H (-0.58459, 0.22287, -4.22653)
H (-1.59393, -1.20691, -3.95820)
H (-0.44447, -1.17282, -5.29991)
H (0.63967, -3.39635, -4.19105)
H (3.52573, -3.68449, -0.94906)
S (-1.95502, 3.49706, -2.79557)
C (-1.55826, 2.35062, -1.76606)
N (-0.35641, 1.66694, -1.86721)

Its charge is +2. For the LUMO energy, the calculation gives -10.09 eV. The value obtained for the HOMO energy is -15.4 eV. Its gap between HOMO and LUMO is 5.3 eV.


No. 3
Here is a 2-piece molecular cluster, C4H10Cl2S2Si overall at a distorted geometry from OMol25. Energies are from ωB97M-V/def2-TZVPD.

Atoms and positions in Å:
C (-0.43356, -0.04146, 1.85756)
C (1.21750, 1.17116, 0.04350)
C (-0.66619, -2.11692, -1.41104)
C (0.09345, 0.08542, 0.32561)
Si (-4.10295, 0.36872, -0.26997)
S (0.63894, -1.62184, -0.23420)
S (-2.83487, 1.70080, -0.95319)
Cl (-2.20023, -2.17538, -0.54864)
Cl (-4.94902, 0.21360, 1.53001)
H (0.15266, -0.82264, 2.31852)
H (-0.26096, 0.80335, 2.49520)
H (-1.45046, -0.30453, 1.82510)
H (2.16161, 0.96080, 0.60298)
H (0.84154, 2.23759, 0.43262)
H (1.44719, 1.23993, -0.98920)
H (-0.22368, -3.05144, -1.84576)
H (-0.92942, -1.49590, -2.27891)
H (-0.65201, 0.42085, -0.34471)
H (-4.43173, -0.81354, -0.94282)

Its energy above the lowest of the compared OMol25 structures with the same formula, charge and spin is 1.570 eV. For the LUMO energy, the calculation gives -0.46 eV. The value obtained for the HOMO energy is -9.0 eV. Its gap between HOMO and LUMO is 8.5 eV. As for the SMILES: CC(C)SCCl.S=[SiH]Cl.


> What is the gap between HOMO and LUMO in the second record?

5.3 eV